No. 1
A molecular structure, C36H28AsF6N5O2PRu. Source: the Open Molecules 2025 dataset; level of theory: ωB97M-V with the def2-TZVPD basis set.

Structure (XYZ):
```
80
Properties=species:S:1:pos:R:3:forces:R:3
Ru 0.0077 -0.8919 0.6128 -1.44 0.31 -0.27
O 0.3303 -0.9886 4.8705 -0.03 0.01 -0.04
C 0.5837 -0.4220 3.8389 0.13 0.05 0.01
N -0.2832 -0.4108 2.7406 -0.31 -0.76 0.11
C -1.5648 -0.0853 2.9599 0.68 0.24 -0.04
C -2.0461 0.6199 4.1014 -0.14 0.11 0.15
C -3.3742 0.8543 4.2317 0.28 -0.01 0.05
C -4.3074 0.3933 3.2564 -0.07 -0.15 -0.29
C -3.9031 -0.2915 2.1532 -0.34 -0.03 0.28
C -2.5174 -0.5090 1.9580 0.28 -0.54 -0.37
N -1.9327 -1.1504 0.9369 0.09 1.23 0.26
C -2.5759 -2.1155 0.1493 -0.12 -0.60 -0.01
O -3.7558 -2.2796 0.0023 0.11 0.24 -0.18
C -1.5471 -3.0955 -0.3613 0.00 -0.17 -0.02
C -1.9184 -4.2232 -1.0577 -0.02 0.03 0.09
C -0.9373 -5.1505 -1.3886 0.05 -0.03 0.00
C 0.3706 -4.9032 -1.0128 -0.08 -0.03 0.02
C 0.6742 -3.7254 -0.3421 0.01 -0.10 0.18
N -0.2689 -2.8459 -0.0172 0.08 0.37 -0.07
C 1.9113 0.3068 3.7476 -0.09 0.09 -0.04
C 2.6548 0.4759 4.8964 0.08 -0.09 -0.01
C 3.8067 1.2513 4.8515 0.01 -0.01 0.00
C 4.1935 1.8505 3.6637 -0.06 0.00 0.03
C 3.4167 1.6536 2.5412 0.09 -0.01 -0.02
N 2.3292 0.8865 2.6147 -0.25 0.29 -0.07
H -1.3502 0.9787 4.8451 0.02 0.01 -0.02
H -3.7339 1.4083 5.0876 -0.03 0.00 0.00
H -5.3589 0.6078 3.3895 0.00 0.02 0.02
H -4.6071 -0.6355 1.4128 0.01 0.03 -0.01
H -2.9622 -4.3585 -1.3042 0.00 -0.03 -0.02
H -1.1939 -6.0542 -1.9240 -0.01 0.00 0.00
H 1.1623 -5.6043 -1.2344 0.01 0.00 -0.02
H 1.6847 -3.4761 -0.0509 -0.01 0.07 -0.04
H 2.3096 0.0097 5.8068 0.00 0.00 0.00
H 4.3918 1.3983 5.7492 -0.01 0.01 0.01
H 5.0610 2.4904 3.6077 0.03 -0.03 -0.01
H 3.6127 2.1091 1.5815 -0.04 -0.02 0.00
N 2.0014 -0.7931 0.2989 0.70 0.23 -0.32
C 2.5523 -0.3512 -0.8897 -0.30 -0.38 0.53
C 3.9386 -0.2488 -1.0842 0.17 0.06 -0.13
C 4.4488 0.1863 -2.2910 -0.07 -0.04 0.08
C 3.6038 0.5160 -3.3515 -0.05 0.02 -0.05
C 2.2371 0.4093 -3.1763 0.10 0.03 -0.06
C 1.7068 0.0044 -1.9522 -0.20 0.06 -0.17
P -0.0608 -0.1838 -1.6569 0.98 -0.56 0.10
C -0.6491 -1.0020 -3.1641 -0.20 -0.02 0.15
C -1.3786 -0.2833 -4.1071 -0.10 -0.04 0.07
C -1.6977 -0.8640 -5.3278 -0.02 0.04 0.02
C -1.2937 -2.1590 -5.6080 0.01 -0.02 -0.01
C -0.5721 -2.8825 -4.6660 -0.01 -0.01 0.00
C -0.2510 -2.3054 -3.4504 -0.05 0.07 -0.10
C -0.8368 1.4184 -1.5858 -0.20 -0.09 -0.04
C -2.2300 1.4773 -1.1100 -0.05 -0.15 -0.19
C -2.7884 2.6335 -0.7738 -0.03 0.06 -0.05
C -2.0138 3.9069 -0.9093 -0.01 0.06 0.08
C -0.5216 3.6772 -0.7704 0.01 -0.05 0.34
C -0.0484 2.4919 -1.5310 0.02 0.20 0.23
H 1.7341 0.8385 1.7731 0.03 -0.10 0.04
H 2.7014 -1.1865 0.9176 -0.04 0.21 0.01
H 4.6080 -0.5226 -0.2758 0.01 -0.01 0.00
H 5.5212 0.2596 -2.4173 0.01 0.00 -0.01
H 4.0113 0.8421 -4.2976 0.01 0.00 -0.01
H 1.5691 0.6332 -4.0008 -0.01 0.03 0.01
H -1.6955 0.7288 -3.8883 0.02 0.02 -0.04
H -2.2563 -0.2985 -6.0611 -0.01 0.00 0.00
H -1.5335 -2.6050 -6.5638 -0.01 -0.01 0.00
H -0.2509 -3.8921 -4.8878 0.01 0.00 0.00
H 0.3383 -2.8549 -2.7354 0.13 -0.08 0.08
H -2.8081 0.5595 -1.0724 0.02 0.02 0.01
H -3.8167 2.7090 -0.4458 0.00 0.00 0.02
H -2.2196 4.3592 -1.8892 0.08 -0.11 -0.07
H 0.0339 4.5911 -0.9701 0.03 -0.03 -0.02
H 1.0021 2.4393 -1.7753 0.05 -0.04 -0.01
F 0.1346 1.3417 0.9524 0.13 0.11 -0.13
As 0.0260 3.3160 1.1456 -0.08 0.11 -0.03
F -2.4462 4.8368 0.0210 -0.03 0.06 -0.02
F 1.7188 3.2064 0.6339 0.11 0.07 0.00
F 0.0890 4.9981 1.5058 -0.01 -0.01 0.04
F 0.5976 2.9797 2.7639 0.07 -0.20 -0.09
F -1.5677 2.9951 1.7599 -0.12 -0.01 0.05
```
Forces are in eV/Å.

molecular weight	883.61	g/mol
total energy	-138343.46105	eV
relative energy (zero: lowest compared OMol25 entry of this formula, charge and spin)	88.49	kcal/mol
charge	+1
gap between HOMO and LUMO (alpha / beta)	4.393 / 4.372	eV
E_LUMO (alpha / beta)	-5.31 / -5.32	eV

Atomic partial charges in e from the Mulliken method, atoms 1 to 8:
1 Ru -0.845
2 O -0.580
3 C -0.985
4 N 0.539
5 C 1.234
6 C -0.437
7 C -0.875
8 C -0.634

No. 2
A gas-phase ion, C6H12N4 (charge +2). Source: the Open Molecules 2025 dataset; level of theory: ωB97M-V with the def2-TZVPD basis set.

Structure (XYZ):
```
22
Properties=species:S:1:pos:R:3:forces:R:3
C -0.3854 -1.7400 0.1669 0.05 0.68 -1.45
C -0.8035 -1.1918 -1.0097 -0.72 -2.11 0.97
C 0.5488 0.2807 0.9759 -0.55 -0.44 -4.05
C -0.0650 1.0162 -0.5293 1.18 -3.34 2.89
C 0.5099 -1.6411 2.3868 2.66 -0.09 1.19
C -1.0929 0.5979 -2.6552 -0.69 0.06 -2.23
N 0.3536 -1.0635 1.1320 -2.57 4.21 -3.23
N -0.6287 0.1543 -1.3497 0.14 -0.29 0.41
N 1.3724 1.0412 1.6462 -1.88 3.52 -1.57
N 0.0665 2.2925 -0.7681 2.03 -0.46 1.53
H -0.5481 -2.7853 0.3964 -0.12 0.08 -0.14
H -1.4085 -1.9026 -1.6591 0.94 1.59 0.48
H -0.2720 -2.2431 2.7493 -1.23 -0.68 0.00
H 1.4038 -2.2168 2.1836 0.49 -0.55 1.43
H 0.6468 -0.7882 3.0290 0.40 -0.36 1.02
H -0.8152 -0.0347 -3.5166 0.29 -0.63 0.97
H -2.1998 0.5943 -2.7278 0.61 0.55 0.47
H -0.5982 1.5187 -2.9734 -0.52 0.20 0.59
H 1.2402 2.1229 1.4571 0.74 -3.00 0.99
H 2.0235 0.7387 2.3235 0.71 -0.31 0.99
H 0.8667 2.8294 -0.4759 0.19 -0.04 0.21
H -0.6367 2.8243 -1.1431 -2.14 1.41 -1.48
```
Forces are in eV/Å.

molecular weight	140.19	g/mol
total energy	-12358.32646	eV
relative energy (zero: lowest compared OMol25 entry of this formula, charge and spin)	19.35	kcal/mol
charge	+2
gap between HOMO and LUMO	8.752	eV
E_LUMO	-8.76	eV

Atomic partial charges in e from the Mulliken method, atoms 1 to 8:
1 C -0.259
2 C -0.319
3 C 0.614
4 C 0.707
5 C -1.107
6 C -1.134
7 N 0.041
8 N 0.046

No. 3
A molecular structure, C10H21N3OS2Si2. Source: the Open Molecules 2025 dataset; level of theory: ωB97M-V with the def2-TZVPD basis set.

Structure (XYZ):
```
39
Properties=species:S:1:pos:R:3:forces:R:3
C 7.6113 -1.7284 -0.1042 0.23 0.39 0.48
C 7.1136 -0.5074 0.7594 0.34 -0.60 0.58
C 5.5599 -0.4307 0.9444 0.66 -0.46 -0.27
N 4.7910 -0.3764 -0.3316 -0.01 1.24 0.29
Si 3.5972 0.9111 -0.3990 -0.11 -1.20 0.18
O 1.9944 0.3746 -0.0911 0.40 1.41 -1.36
Si 0.8827 1.3486 -0.9573 0.27 0.11 0.91
C -0.6302 1.8693 0.0560 -0.71 -0.27 -0.08
C -1.5524 0.6764 0.5489 -0.67 0.66 0.93
C -2.8826 0.5347 -0.2888 0.43 -0.89 -0.82
S -4.3842 0.3629 0.7716 -0.81 -0.61 0.12
C -5.6627 -0.2763 -0.3179 1.19 -0.13 -1.59
S -5.3788 -0.2725 -1.9578 -0.28 0.01 1.12
N -6.9268 -0.7776 0.1427 1.22 1.08 -0.05
C -8.0636 -0.3319 -0.5176 -2.96 -1.40 1.06
C -9.1729 -1.0143 0.1025 4.20 0.91 -0.29
N -8.6057 -1.8185 1.1088 0.58 -0.31 0.03
C -7.2664 -1.6984 1.1402 -2.70 1.17 -1.19
H 7.4345 -1.5350 -1.1893 0.18 -0.42 0.78
H 8.7129 -1.8660 0.0856 -1.02 0.22 -0.46
H 7.1319 -2.6884 0.2208 0.17 0.90 -0.41
H 7.5798 0.4484 0.3933 -0.68 -0.79 0.12
H 7.5446 -0.6611 1.7920 -0.50 0.25 -0.91
H 5.2521 -1.3741 1.4746 0.22 1.07 -0.10
H 5.3379 0.4975 1.5286 0.09 -0.99 -0.02
H 5.4108 -0.3634 -1.1421 -0.30 -0.16 0.26
H 3.9244 1.9458 0.5960 -0.10 0.00 0.21
H 3.7175 1.5470 -1.7219 -0.19 -0.21 -0.23
H 0.4835 0.7639 -2.2550 -0.04 -0.30 0.15
H 1.6144 2.5959 -1.2923 -0.10 0.05 0.02
H -1.2603 2.5139 -0.6256 0.75 -0.44 0.62
H -0.3387 2.5158 0.9244 -0.12 -0.60 -0.78
H -1.8382 0.9171 1.6138 0.36 -0.42 -0.95
H -1.0249 -0.3079 0.5659 -0.40 0.81 0.01
H -3.0333 1.3807 -1.0033 0.06 -0.77 0.62
H -2.8118 -0.4307 -0.8634 -0.30 1.12 0.27
H -8.0741 0.3954 -1.3474 0.40 -0.67 0.81
H -10.2394 -0.9244 -0.1640 0.88 -0.29 0.54
H -6.5472 -2.2156 1.7998 -0.64 0.53 -0.63
```
Forces are in eV/Å.

molecular weight	319.60	g/mol
total energy	-54654.63903	eV
gap between HOMO and LUMO	8.164	eV
E_LUMO	-0.63	eV

Atomic partial charges in e from the Mulliken method, atoms 1 to 8:
1 C -0.971
2 C -0.561
3 C -0.341
4 N -0.295
5 Si 0.314
6 O -0.162
7 Si 0.372
8 C -0.784

No. 4
A molecular structure, C16H34BeCaClKN4O20S. Source: the Open Molecules 2025 dataset; level of theory: ωB97M-V with the def2-TZVPD basis set.

Structure (XYZ):
```
79
Properties=species:S:1:pos:R:3:forces:R:3
C 0.1160 3.0814 2.6626 1.04 -0.92 -0.04
C 0.7486 1.6264 2.6197 0.09 1.34 -0.81
C 0.6140 1.1018 1.1577 0.18 1.15 0.89
N 0.3882 -0.3604 1.0320 -0.78 -0.75 0.63
C 1.5040 -1.0416 1.7886 1.31 -0.26 -0.67
C 1.8474 -2.4976 1.5715 -0.18 -0.46 0.28
O 1.4132 -3.2330 2.6828 -0.84 -0.06 0.31
C -0.8985 -0.7801 1.7166 -0.36 -0.01 -0.19
C -2.1273 -0.7136 0.8897 -1.14 0.29 0.33
O -2.3359 0.5883 0.3241 0.40 -0.17 0.21
C -2.5423 0.5642 -1.0053 0.38 0.44 -0.39
O -1.8550 1.2051 -1.7396 -0.05 0.34 -0.22
N 0.2392 -0.7831 -0.3483 -0.09 0.20 0.54
C 1.2064 -0.6021 -1.0707 -0.06 -0.08 1.33
O 2.1481 -0.4257 -1.6994 0.58 0.24 -1.05
H -0.9566 3.0907 2.6284 -0.52 -0.23 0.20
H 0.4442 3.5944 1.7334 -1.34 -0.20 0.53
H 0.5235 3.7066 3.5030 -0.58 -0.01 -0.48
H 1.8227 1.7292 2.8474 -0.51 -0.72 0.30
H 0.3758 0.9681 3.3779 -0.45 -0.19 0.31
H 1.5312 1.3870 0.6364 0.05 -0.63 -0.28
H -0.1606 1.6775 0.6916 -0.77 -0.33 -0.49
H 2.3983 -0.4751 1.5779 0.24 0.52 -0.35
H 1.3272 -0.9382 2.8407 -0.59 0.29 0.48
H 1.5462 -2.9549 0.6327 -0.20 0.00 -0.40
H 2.9266 -2.5287 1.5797 0.58 0.07 -0.26
H 1.0185 -4.0609 2.3332 0.35 -0.24 -0.35
H -1.0632 -0.1924 2.6008 0.50 0.48 0.28
H -0.8144 -1.8052 2.0306 0.46 -0.56 0.05
H -2.1954 -1.5043 0.1781 0.24 -0.37 -0.87
H -2.9422 -0.8963 1.5740 -0.35 -0.14 0.37
H -3.3785 -0.0215 -1.3614 -0.36 -0.56 0.07
O 1.2252 5.4044 3.9114 0.54 -0.61 -0.74
H 1.0795 6.3077 3.6149 0.02 0.00 0.11
C -0.0412 1.3437 -4.4364 0.13 0.31 0.34
C -0.3567 2.3564 -5.5036 0.19 -0.29 0.09
C 0.6043 2.3916 -6.6710 -0.10 0.11 -0.10
O 0.4687 3.7460 -7.1230 0.04 -0.12 0.10
C 0.1219 4.5015 -6.0480 -0.03 0.00 0.06
O 0.1182 5.6843 -6.0228 0.00 0.02 0.00
O -0.2214 3.6984 -5.0001 -0.04 -0.03 -0.18
H 0.9829 1.4682 -4.0792 0.06 -0.03 -0.10
H -0.7052 1.4834 -3.5845 -0.06 -0.20 -0.09
H -0.1589 0.3279 -4.8159 -0.06 0.01 -0.01
H -1.3871 2.2325 -5.8482 0.00 0.05 -0.08
H 0.3503 1.6919 -7.4625 -0.06 0.16 -0.15
H 1.6413 2.2335 -6.3661 -0.02 -0.06 0.11
K 2.4950 3.5893 1.8843 2.05 1.71 0.35
O -3.2153 -4.4761 -2.1079 -0.09 -0.38 -0.33
Cl -2.2189 -3.4918 -2.2684 -0.81 0.99 1.75
O -1.5111 -3.2250 -1.0723 0.11 0.03 -0.26
O -2.7932 -2.2539 -2.7580 0.37 -0.32 -0.64
O -1.2462 -3.9914 -3.2896 0.75 0.11 -2.09
Be 3.2370 -2.2016 -3.0624 -0.33 -0.80 -0.22
C 5.2217 -0.3683 3.6013 0.12 -0.12 0.10
O 4.9521 0.7615 3.2076 -0.35 0.00 -0.16
N 6.5005 -0.7370 3.8915 0.00 0.03 -0.02
N 4.2805 -1.3398 3.7822 0.19 0.18 -0.05
H 6.7529 -1.6512 4.2148 -0.02 -0.02 0.00
H 7.2166 -0.0469 3.7710 0.02 0.03 0.00
H 3.3304 -1.1024 3.5900 -0.11 -0.04 0.10
H 4.4878 -2.2680 4.1011 -0.03 -0.02 -0.03
O -6.4825 1.0051 3.7584 -0.66 0.02 -0.47
C -5.5818 0.2793 3.4146 2.65 1.22 3.61
C -6.3103 -0.5264 1.7587 -3.05 -1.43 -4.50
O -5.4821 -1.3433 1.4173 0.92 0.06 0.74
H -5.3397 -0.6445 3.9752 -0.70 -0.39 -0.46
H -4.6436 0.6928 2.9884 -0.47 0.07 -0.80
H -6.4779 0.3789 1.1398 0.91 0.58 0.70
H -7.3126 -0.8641 2.0848 0.46 -0.09 1.17
Ca -0.1769 -4.2037 -5.1753 -0.21 -0.05 2.56
O -0.5751 3.9519 -1.3657 0.19 0.01 0.09
H -1.5045 4.0860 -1.1584 -0.01 0.00 0.04
H -0.5805 3.6166 -2.2686 0.00 0.04 -0.02
O 2.0865 -6.5499 -0.8842 0.17 0.34 0.15
S 1.2491 -5.3925 -0.5468 -0.47 -0.81 -1.19
O 1.9023 -4.1244 -1.0506 0.16 0.70 -0.04
O 0.9985 -5.3038 0.9045 0.18 0.60 0.61
O -0.0614 -5.5254 -1.2418 0.19 -0.02 -0.31
```
Forces are in eV/Å.

molecular weight	758.16	g/mol
total energy	-122556.08324	eV
relative energy (zero: lowest compared OMol25 entry of this formula, charge and spin)	0.00	kcal/mol
gap between HOMO and LUMO	2.715	eV
E_LUMO	-3.57	eV

Atomic partial charges in e from the Mulliken method, atoms 1 to 8:
1 C -1.923
2 C -1.513
3 C 0.305
4 N 1.175
5 C -1.278
6 C -0.305
7 O -0.602
8 C -0.577